No. 1
The following is a quantum chemistry calculation of a structure of composition C26H36N10NaO3P2, from the OMol25 dataset.

Computed properties:
- Frontier orbital gap: 8.956 eV
- HOMO energy: -11.68 eV
- DFT total energy: -2630.75036 hartree
- Strongest force on any atom: 0.015 Eh/bohr
- Charge: +1
- LUMO energy: -0.1002 Ha

Each line ends with the Mulliken charge.
Element x y z (Å)
Na  0.053  0.084  0.148  0.972
C  4.255  1.394  1.535  -0.337
C  3.512  0.666  0.614  -0.183
N  2.571  -0.189  0.989  -0.409
C  2.389  -0.332  2.303  0.561
C  3.121  0.420  3.218  -0.554
N  4.050  1.289  2.841  -0.612
C  1.371  -1.325  2.751  -0.133
C  1.554  -2.055  3.917  -0.562
C  0.599  -2.999  4.282  0.581
C  -0.498  -3.169  3.444  -0.103
C  -0.601  -2.393  2.296  -0.411
N  0.310  -1.483  1.961  -0.214
C  -1.739  -2.564  1.351  0.245
C  -3.004  -2.930  1.803  -0.404
N  -4.032  -3.098  0.980  -0.628
C  -3.784  -2.904  -0.307  -0.338
C  -2.530  -2.513  -0.765  -0.156
N  -1.506  -2.333  0.056  -0.342
C  0.759  -3.817  5.506  0.544
C  2.015  -4.225  5.940  -0.513
C  2.106  -4.993  7.091  -0.413
N  1.057  -5.362  7.817  -0.596
C  -0.141  -4.966  7.399  -0.373
C  -0.344  -4.204  6.259  -0.597
H  5.021  2.081  1.196  0.422
H  3.688  0.789  -0.447  0.467
H  2.936  0.330  4.282  0.474
H  2.431  -1.901  4.529  0.622
H  -1.228  -3.938  3.654  0.865
H  -3.194  -3.070  2.860  0.524
H  -4.596  -3.048  -1.009  0.431
H  -2.365  -2.336  -1.820  0.428
H  2.911  -3.986  5.383  0.459
H  3.075  -5.332  7.442  0.369
H  -0.986  -5.273  8.005  0.369
H  -1.347  -3.898  5.989  0.476
C  -0.338  5.984  0.396  -1.144
N  0.142  4.668  0.798  0.709
C  0.934  4.650  2.022  -0.860
P  0.073  3.400  -0.213  -0.202
O  0.603  2.165  0.416  -0.378
O  -1.480  3.218  -0.625  -0.617
P  -2.478  2.040  -0.156  0.625
O  -1.935  0.699  -0.485  -0.866
N  -3.854  2.535  -0.903  0.225
C  -5.070  1.813  -0.522  -0.868
C  -3.821  2.868  -2.328  -0.852
N  -2.688  2.216  1.451  0.814
C  -2.723  1.081  2.362  -0.639
C  -3.167  3.464  2.024  -1.111
N  0.693  3.863  -1.661  0.346
C  2.026  4.462  -1.654  -0.935
C  0.447  3.052  -2.848  -0.838
H  -0.902  6.432  1.216  0.386
H  -0.993  5.905  -0.469  0.267
H  0.494  6.648  0.144  0.341
H  0.330  5.013  2.855  0.264
H  1.810  5.298  1.920  0.313
H  1.263  3.636  2.234  0.140
H  -5.106  1.676  0.558  0.239
H  -5.129  0.834  -1.007  0.302
H  -5.933  2.408  -0.817  0.357
H  -2.986  3.530  -2.541  0.133
H  -4.742  3.392  -2.581  0.434
H  -3.745  1.972  -2.952  0.290
H  -2.394  0.180  1.852  -0.056
H  -3.739  0.919  2.736  0.327
H  -2.067  1.269  3.215  0.288
H  -3.051  4.279  1.312  0.253
H  -2.587  3.701  2.918  0.343
H  -4.222  3.393  2.304  0.343
H  2.177  5.050  -0.750  0.277
H  2.124  5.126  -2.513  0.337
H  2.808  3.698  -1.708  0.280
H  -0.574  2.679  -2.851  0.171
H  1.136  2.202  -2.905  0.275
H  0.591  3.668  -3.736  0.353


No. 2
The following is a quantum chemistry calculation of an isolated molecule of C26H36N2O6S, from the OMol25 dataset.

Computed properties:
- Frontier orbital gap: 9.668 eV
- HOMO energy: -9.11 eV
- ΔE to the lowest compared entry with this formula, charge and spin: 3.3 kcal/mol
- SMILES string: CCC[C@@H](C)NC(=O)COc1ccc(S(=O)(=O)c2ccc(OCC(=O)N[C@H](C)CCC)cc2)cc1
- DFT total energy: -1971.51080 hartree
- Strongest force on any atom: 0.014 Eh/bohr
- LUMO energy: 0.0206 Ha

Each line ends with the Mulliken charge.
Element x y z (Å)
C  4.247  0.147  -0.175  -1.116
C  4.941  0.342  -1.519  -0.720
C  3.915  0.606  -2.618  0.011
H  3.310  -0.292  -2.768  0.164
C  4.516  1.047  -3.961  -0.127
N  3.431  1.301  -4.896  -0.077
C  2.788  2.478  -4.980  0.362
O  3.172  3.514  -4.482  -0.670
C  1.490  2.415  -5.805  -0.450
O  0.843  1.159  -5.738  -0.540
C  0.546  0.653  -4.509  0.218
C  0.188  -0.698  -4.479  -0.780
C  -0.022  -1.332  -3.273  -0.457
C  0.118  -0.620  -2.094  0.045
C  0.412  0.727  -2.113  -0.464
C  0.616  1.375  -3.319  -0.247
H  0.859  2.425  -3.319  0.389
H  0.501  1.269  -1.183  0.541
S  0.077  -1.501  -0.532  1.438
O  1.441  -1.821  -0.192  -0.714
O  -0.855  -2.594  -0.638  -0.704
C  -0.552  -0.328  0.663  0.132
C  0.270  0.165  1.660  -0.387
C  -0.262  0.993  2.627  -0.760
C  -1.622  1.319  2.601  0.380
C  -2.429  0.852  1.564  -0.405
C  -1.885  0.025  0.598  -0.777
H  -2.498  -0.374  -0.194  0.576
H  -3.476  1.098  1.516  0.462
O  -2.066  2.071  3.644  -0.534
C  -3.458  2.277  3.770  -0.524
H  -3.581  2.872  4.679  0.351
H  -3.865  2.844  2.925  0.325
C  -4.250  0.965  3.918  0.383
O  -5.354  0.827  3.436  -0.659
N  -3.595  0.024  4.614  0.041
H  -2.699  0.247  5.021  0.351
C  -4.132  -1.301  4.862  0.249
C  -4.796  -1.346  6.239  -1.644
H  -5.582  -0.597  6.296  0.395
H  -5.235  -2.324  6.411  0.408
H  -4.065  -1.149  7.022  0.340
H  -4.895  -1.467  4.096  0.383
C  -3.024  -2.351  4.752  -1.275
C  -2.283  -2.359  3.413  0.545
C  -3.172  -2.716  2.228  -1.085
H  -2.569  -2.811  1.327  0.176
H  -3.922  -1.948  2.058  0.234
H  -3.679  -3.662  2.404  0.426
H  -1.474  -3.090  3.477  0.478
H  -1.824  -1.384  3.238  -0.424
H  -2.301  -2.177  5.555  0.383
H  -3.472  -3.332  4.918  0.388
H  0.346  1.382  3.428  0.463
H  1.307  -0.129  1.673  0.568
H  -0.276  -2.379  -3.221  0.539
H  0.107  -1.230  -5.414  0.475
H  1.728  2.558  -6.863  0.367
H  0.832  3.231  -5.485  0.321
H  3.001  0.487  -5.309  0.364
C  5.453  0.011  -4.565  -1.727
H  4.955  -0.954  -4.637  0.367
H  6.339  -0.101  -3.948  0.438
H  5.764  0.321  -5.560  0.450
H  5.038  2.000  -3.828  0.381
H  3.246  1.402  -2.282  0.319
H  5.518  -0.553  -1.757  0.382
H  5.633  1.185  -1.457  0.323
H  3.736  1.061  0.121  0.320
H  4.972  -0.105  0.594  0.470
H  3.511  -0.653  -0.235  0.142


No. 3
The following is a quantum chemistry calculation of an isolated molecule of C26H36N4O2, from the OMol25 dataset.

Computed properties:
- Frontier orbital gap: 9.245 eV
- HOMO energy: -8.47 eV
- ΔE to the lowest compared entry with this formula, charge and spin: 73.4 kcal/mol
- SMILES string: CCN(CC)[C@H]1CCN(C(=O)c2ccc(OC3CCN(Cc4ccccn4)CC3)cc2)C1
- DFT total energy: -1381.85042 hartree
- Strongest force on any atom: 0.015 Eh/bohr
- LUMO energy: 0.0284 Ha

Each line ends with the Mulliken charge.
Element x y z (Å)
C  3.226  1.252  3.419  -0.720
H  2.248  0.790  3.340  -0.069
H  3.315  2.012  2.646  0.420
H  3.295  1.730  4.392  0.298
C  4.344  0.221  3.273  -1.071
N  4.267  -0.798  4.309  0.763
C  3.696  -2.085  3.937  -0.563
C  3.051  -2.742  5.172  -0.696
C  1.698  -2.047  5.267  -0.838
N  1.362  -1.731  3.889  0.123
C  0.280  -0.965  3.626  -0.057
O  -0.466  -0.591  4.516  -0.673
C  0.030  -0.621  2.195  0.245
C  -0.305  0.688  1.874  -1.173
C  -0.601  1.056  0.575  -0.103
C  -0.591  0.099  -0.437  0.923
C  -0.275  -1.223  -0.112  -0.868
C  0.033  -1.577  1.183  -0.010
H  0.247  -2.609  1.415  0.443
H  -0.283  -1.957  -0.902  0.447
O  -0.855  0.324  -1.749  -0.357
C  -1.358  1.581  -2.175  0.030
C  -1.264  1.602  -3.701  -1.176
C  -2.226  0.588  -4.310  -0.709
N  -3.588  0.880  -3.898  0.233
C  -3.708  0.747  -2.458  -0.889
C  -2.821  1.776  -1.764  -0.741
H  -3.131  2.780  -2.056  0.446
H  -2.931  1.673  -0.683  0.481
H  -4.750  0.920  -2.177  0.455
H  -3.423  -0.265  -2.119  0.330
C  -4.544  0.049  -4.608  -0.805
C  -4.617  0.427  -6.062  0.380
N  -4.701  -0.566  -6.936  -0.529
C  -4.788  -0.270  -8.222  -0.181
C  -4.788  1.026  -8.709  -0.430
C  -4.694  2.066  -7.796  -0.460
C  -4.611  1.765  -6.449  -0.326
H  -4.532  2.533  -5.696  0.406
H  -4.688  3.094  -8.131  0.399
H  -4.857  1.217  -9.769  0.373
H  -4.856  -1.120  -8.888  0.398
H  -5.531  0.213  -4.162  0.425
H  -4.314  -1.027  -4.534  0.247
H  -2.176  0.642  -5.400  0.446
H  -1.924  -0.427  -3.999  0.278
H  -1.519  2.603  -4.052  0.411
H  -0.244  1.368  -4.007  0.414
H  -0.735  2.389  -1.763  0.282
H  -0.842  2.087  0.367  0.354
H  -0.334  1.427  2.661  0.488
C  2.475  -2.013  3.010  -0.954
H  2.351  -2.999  2.542  0.332
H  2.546  -1.270  2.218  0.572
H  1.763  -1.120  5.845  0.275
H  0.920  -2.673  5.710  0.387
H  2.924  -3.810  4.991  0.397
H  3.630  -2.606  6.081  0.401
H  4.462  -2.741  3.484  0.316
C  5.512  -0.936  5.048  -0.800
H  5.526  -1.905  5.550  0.479
H  6.385  -0.910  4.373  0.445
C  5.642  0.162  6.100  -1.263
H  4.786  0.133  6.768  0.271
H  5.682  1.143  5.635  0.281
H  6.550  0.017  6.681  0.446
H  4.326  -0.220  2.266  0.398
H  5.302  0.742  3.366  0.522